Computed, not measured: C32H21BrN6O8S2W as an isolated structure, with wB97M-V/def2-TZVPD.

For the highest occupied orbital energy (spin up / spin down), the calculation gives -7.0 / -8.0 eV. Its spin multiplicity is 3.

```
71
C32H21BrN6O8S2W (wB97M-V/def2-TZVPD)
W -0.322 0.057 -0.153
O 1.296 3.371 4.682
C 1.004 2.501 3.703
C -0.112 1.667 3.736
C -0.343 0.826 2.676
N 0.473 0.783 1.602
C 1.550 1.589 1.576
C 1.860 2.440 2.602
C 2.293 1.438 0.274
O 3.380 1.916 0.072
O 1.586 0.719 -0.560
C -1.449 -0.170 2.531
O -2.302 -0.384 3.355
O -1.322 -0.803 1.384
H 0.627 3.340 5.374
H -0.801 1.660 4.572
H 2.743 3.062 2.554
Br -7.169 -2.443 3.155
C -7.143 -1.275 1.661
C -7.964 -1.539 0.576
C -7.968 -0.671 -0.499
C -7.130 0.445 -0.521
C -6.307 0.688 0.586
C -6.318 -0.162 1.676
N -7.280 1.337 -1.599
N -6.369 2.075 -2.016
C -5.030 1.945 -1.678
C -4.301 3.114 -1.500
C -3.001 3.116 -1.003
C -2.360 1.916 -0.748
O -1.167 1.787 -0.184
C -3.026 0.708 -1.078
N -2.305 -0.425 -0.855
C -2.867 -1.591 -1.122
C -4.135 -1.696 -1.680
C -4.879 -0.561 -1.914
C -4.352 0.689 -1.557
H -8.608 -2.408 0.581
H -8.618 -0.855 -1.346
H -5.675 1.566 0.606
H -5.684 0.034 2.530
H -4.809 4.052 -1.686
H -2.492 4.046 -0.790
H -2.269 -2.466 -0.906
H -4.536 -2.671 -1.917
H -5.852 -0.635 -2.378
O 0.777 1.695 -4.081
C 0.967 0.521 -4.706
C 1.335 0.585 -6.051
C 1.568 -0.566 -6.773
C 1.449 -1.815 -6.169
C 1.098 -1.892 -4.839
C 0.839 -0.739 -4.093
C 0.441 -0.852 -2.685
O -0.227 0.152 -2.146
N 0.714 -1.925 -2.011
N 0.352 -1.840 -0.656
C 0.292 -3.030 -0.127
S 0.484 -4.433 -1.142
C -0.032 -5.587 0.173
C 0.527 -5.071 1.476
S 0.074 -3.301 1.580
H 0.481 1.534 -3.172
H 1.431 1.564 -6.500
H 1.848 -0.489 -7.816
H 1.632 -2.716 -6.739
H 1.001 -2.847 -4.339
H 0.353 -6.574 -0.080
H -1.121 -5.612 0.193
H 1.612 -5.159 1.512
H 0.086 -5.570 2.337
```